1.
# C12H17ClO2

2 unconnected molecules or ions with the total composition C12H17ClO2 at a distorted geometry (the ωB97M-V functional and the def2-TZVPD basis, the OMol25 dataset).

```
! RIJCOSX wB97M-V def2-TZVPD def2/J DEFGRID3
* xyz 0 1
C 2.3722 -1.7174 -0.8822
C 1.6906 -0.4704 -1.1738
O 2.6391 0.5301 -1.2495
C 0.4612 -0.1693 -1.4421
C 0.0418 1.1973 -1.7602
C -1.2500 1.5746 -1.7124
C -2.2143 0.5805 -1.3648
C -2.0053 -0.7178 -1.3387
C -0.6234 -1.1623 -1.4919
H 3.2325 -1.3757 -0.2226
H 2.8419 -2.0105 -1.7878
H 1.7989 -2.5434 -0.4998
H 3.3957 0.1076 -1.6426
H 0.7987 1.9517 -1.8521
H -1.6576 2.5983 -1.8513
H -3.2168 1.0848 -1.0910
H -2.7466 -1.5008 -0.9949
H -0.4519 -1.6117 -2.4588
H -0.3914 -1.9516 -0.7657
C -2.2129 0.4468 2.1624
C -0.8078 -0.2167 2.0434
C 0.2795 0.8688 1.8380
C 1.5921 0.2197 1.6746
O 1.9956 -0.8823 1.7528
Cl 2.7775 1.6474 1.7426
H -2.1919 1.2972 2.7441
H -2.5453 0.7361 1.1278
H -3.0057 -0.1795 2.5305
H -0.4773 -0.7895 1.2101
H -0.7016 -0.5689 3.0930
H 0.2223 1.5243 0.9524
H 0.3605 1.5027 2.7103
*
```

Computed properties:
* relative energy (zero: lowest compared OMol25 entry of this formula, charge and spin): 20.2 kcal/mol
* LUMO level: 0.6 eV
* HOMO-LUMO gap: 8.3 eV

These are the Löwdin partial charges, in e, on atoms 1 to 2: atom 1 (C): -0.02, atom 2 (C): -0.40

2.
# C10F30HfN5O20S10

A molecular structure, C10F30HfN5O20S10 at a distorted geometry (the ωB97M-V functional and the def2-TZVPD basis, the OMol25 dataset).

```
! RIJCOSX wB97M-V def2-TZVPD def2/J DEFGRID3
* xyz -1 1
Hf -0.1244 0.2758 1.2557
C 3.7681 -1.4718 -0.0084
F 3.3804 -1.7065 -1.2724
F 4.7168 -2.3549 0.2342
F 4.1994 -0.2700 0.1718
S 2.1232 -1.7912 1.2141
O 2.2705 -3.0753 1.9620
O 2.0231 -0.5823 1.9873
N 0.6891 -1.5836 0.2443
S 0.7132 -2.9416 -0.7387
O 0.0711 -2.7465 -1.9823
O 1.8880 -3.8132 -0.6849
C -0.5714 -3.9885 0.2252
F -0.3361 -5.3003 -0.1966
F -0.3673 -3.8401 1.5322
F -1.8322 -3.6322 -0.1262
C 2.4852 -2.9766 -7.5599
F 3.1474 -2.2213 -8.5226
F 1.2040 -2.7162 -7.7392
F 2.7646 -4.2846 -7.5629
S 3.1500 -2.1594 -5.8353
O 3.0932 -3.2285 -4.7777
O 4.5646 -1.7027 -5.9703
N 2.0895 -0.7509 -5.6923
S 1.2000 -1.1219 -4.5554
O 0.3672 -2.3442 -4.7677
O 1.8496 -1.0877 -3.2661
C -0.1687 0.2601 -4.4844
F -1.0023 0.0822 -3.4489
F 0.3646 1.4786 -4.4668
F -0.9468 0.1557 -5.5322
C -4.5332 -0.0037 -0.1540
F -5.2002 0.9130 0.6237
F -4.4207 -1.1354 0.4396
F -5.0795 -0.3250 -1.2798
S -2.7913 0.6198 -0.6489
O -1.9730 -0.5929 -0.6996
O -2.8606 1.3851 -1.8394
N -2.0321 1.3133 0.7451
S -2.6930 2.8227 0.8471
O -1.5545 3.7786 0.8143
O -3.8158 3.1102 -0.0995
C -3.3225 2.8370 2.6847
F -4.2839 1.9440 2.8984
F -2.2640 2.4640 3.3353
F -3.6382 4.0160 3.2783
C -3.5364 -1.1622 4.1336
F -3.9121 -2.2121 4.8218
F -4.3440 -0.9306 3.1049
F -3.4673 -0.1429 4.9975
S -1.8738 -1.5848 3.3433
O -1.3634 -2.8625 3.8362
O -2.0050 -1.5397 1.8752
N -0.7136 -0.2697 3.3666
S -0.6323 -0.0822 4.9537
O -1.0202 1.3051 5.1933
O -1.1070 -0.9973 5.9254
C 1.2969 -0.1514 5.0806
F 1.8556 0.6513 4.1487
F 1.7344 0.1260 6.2722
F 1.7466 -1.3656 4.7796
C 0.5584 3.4717 -1.8493
F 0.4839 4.4975 -1.0894
F -0.6946 3.0705 -2.1503
F 1.1965 3.7396 -2.9627
S 1.4890 2.0101 -0.9682
O 0.6898 0.8752 -1.1401
O 2.8663 1.9857 -1.4107
N 1.2263 2.0605 0.7959
S 2.3195 3.1860 1.1933
O 3.3379 2.5583 1.9898
O 2.7381 4.2268 0.1687
C 1.3695 4.2581 2.5544
F 0.6455 5.2144 1.9159
F 0.5372 3.4292 3.2232
F 2.2674 4.9275 3.3161
*
```

Computed properties:
* LUMO level: -1.1 eV
* HOMO-LUMO gap: 5.2 eV

These are the Löwdin partial charges, in e, on atoms 1 to 2: atom 1 (Hf): 1.91, atom 2 (C): -0.59